DFT (the ωB97M-V functional and the def2-TZVPD basis) results for the ion C10H20N3O with charge +1.

Each line ends with the Löwdin charge.
Positions of all 34 atoms, in Å:
O  -0.57444  -2.92098  -0.04066  0.141
N  -0.31739  -2.12406  0.74781  0.160
N  0.66521  -0.82790  0.19275  -0.157
N  -0.63719  -0.13825  0.14767  -0.096
C  -1.31253  -0.21175  -1.18028  -0.140
C  -2.77949  -0.35563  -0.87544  -0.232
C  -3.31702  0.73895  -0.05178  -0.246
C  -2.56721  0.77976  1.27593  -0.107
C  -0.98916  0.99960  0.86891  -0.154
C  1.49427  -1.14791  -0.94662  -0.159
C  2.39067  -0.02481  -1.38192  -0.180
C  3.23575  0.50917  -0.21299  -0.175
C  2.42070  0.77100  1.11614  -0.116
C  1.48551  -0.45388  1.33223  -0.131
H  -0.85644  -1.01923  -1.77510  0.117
H  -1.34502  0.73672  -1.74151  0.139
H  -2.85908  -1.29465  -0.32898  0.110
H  -3.33775  -0.30677  -1.92240  0.174
H  -3.41406  1.68055  -0.63220  0.129
H  -4.43515  0.46092  0.04999  0.149
H  -2.81053  1.74186  1.84157  0.137
H  -2.72253  -0.10785  1.82345  0.096
H  -0.82209  1.88040  0.28819  0.114
H  -0.50421  1.24809  1.93251  0.166
H  1.07117  -1.61714  -1.78331  0.110
H  2.16768  -1.92055  -0.63492  0.141
H  1.87372  0.78917  -2.01408  0.145
H  3.12519  -0.31957  -2.14553  0.126
H  4.09864  -0.15313  -0.07269  0.114
H  3.68621  1.50112  -0.62992  0.146
H  3.10350  1.03931  1.89457  0.109
H  1.91508  1.72914  1.03448  0.104
H  1.99620  -1.40102  1.62749  0.155
H  0.87180  -0.26067  2.19665  0.109

Values from the calculation:
HOMO level (spin up / spin down) = -13.18 / -13.18 eV
E = -632.1002 Eh
orbital gap (spin up / spin down) = 8.920 / 8.919 eV
net charge = +1
molecular weight = 198.3 g/mol
2S+1 = 1
energy relative to the best compared isomer or geometry (same formula, charge and spin) = 4.854 eV


DFT (the ωB97M-V functional and the def2-TZVPD basis) results for a cluster of 2 separate species, C10H20NO4P in total.

Each line ends with the Löwdin charge.
Positions of all 36 atoms, in Å:
C  11.80485  2.18599  4.26534  -0.064
C  13.03103  1.36137  4.54419  -0.271
O  12.70930  0.02435  4.99217  -0.179
P  12.79661  -1.30516  4.06932  0.434
O  14.09089  -1.78311  3.62702  -0.203
O  11.85053  -0.99194  2.82436  -0.199
C  12.07392  -1.68703  1.58064  -0.245
C  13.16041  -0.87975  0.80284  -0.072
O  11.98120  -2.37099  4.98618  -0.181
C  12.35921  -3.70564  5.21611  -0.283
C  11.57724  -4.75169  4.42028  -0.067
H  11.04434  1.76406  4.92238  0.052
H  12.03804  3.22577  4.49465  0.088
H  11.53113  1.88884  3.25297  0.077
H  13.76626  1.33873  3.73980  0.121
H  13.66135  1.89268  5.25729  0.118
H  12.47006  -2.70231  1.56109  0.113
H  11.19110  -1.70600  0.94161  0.112
H  13.06749  0.17213  1.07307  0.070
H  14.16991  -1.27602  0.91232  0.076
H  12.84506  -0.87943  -0.24055  0.070
H  13.39162  -3.87048  4.90784  0.107
H  12.37853  -3.94050  6.28034  0.120
H  10.55624  -4.85443  4.78783  0.071
H  11.34050  -4.44194  3.40239  0.062
H  12.11053  -5.67425  4.19097  0.084
N  6.78920  2.30924  5.54798  0.103
C  6.31834  1.02293  5.25864  0.066
C  7.31923  0.09662  5.61638  0.038
C  8.39785  0.83197  6.13948  -0.010
C  8.10719  2.16524  6.05942  0.049
H  6.38392  3.19125  5.26886  0.171
H  5.36091  0.84448  4.79185  0.150
H  7.30798  -0.97931  5.52335  0.134
H  9.24224  0.33109  6.58952  0.136
H  8.69589  3.02740  6.33602  0.151

Values from the calculation:
HOMO level (spin up / spin down) = -12.67 / -12.67 eV
E = -1089.8576 Eh
orbital gap (spin up / spin down) = 8.743 / 4.729 eV
net charge = +1
molecular weight = 249.2 g/mol
2S+1 = 2


DFT (the ωB97M-V functional and the def2-TZVPD basis) results for a structure of composition C10H20O20S5.

Each line ends with the Löwdin charge.
Positions of all 55 atoms, in Å:
C  2.12409  0.78775  3.44691  -0.136
C  0.78025  1.18554  2.79993  -0.209
O  0.48429  2.42090  3.53141  -0.202
S  1.21543  2.45129  5.08290  0.757
O  0.18686  2.52617  6.10116  -0.227
O  2.26210  3.49413  4.99482  -0.263
O  1.87208  0.99169  4.83257  -0.203
H  2.93310  1.47295  3.19371  0.140
H  2.33835  -0.23856  3.14877  0.133
H  -0.02189  0.50400  3.08308  0.165
H  0.99724  1.26676  1.73484  0.035
C  1.17647  3.28996  -3.35055  -0.177
C  -0.17860  3.79525  -4.04041  -0.143
O  -1.22980  3.18409  -3.37320  -0.186
S  -0.89919  1.78813  -2.56734  0.825
O  -0.89382  0.61406  -3.46111  -0.196
O  -1.64076  1.66993  -1.33919  -0.343
O  0.78696  2.29142  -2.51194  -0.203
H  1.59245  4.05402  -2.69383  0.129
H  1.94469  2.89260  -4.01390  0.136
H  -0.25700  3.57418  -5.10489  0.131
H  -0.30175  4.87342  -3.93810  0.133
C  -0.58889  0.14294  -0.36688  -0.177
C  0.34566  0.75490  0.66879  -0.233
O  0.90087  -0.37609  1.37217  -0.252
S  1.14218  -1.67777  0.32070  0.923
O  1.11514  -3.02029  0.92360  -0.318
O  2.25172  -1.38930  -0.61609  -0.193
O  -0.29336  -1.27613  -0.45986  -0.159
H  -0.36036  0.61470  -1.32256  0.040
H  -1.66504  0.16602  -0.19521  0.094
H  -0.29676  1.44571  1.21485  0.151
H  1.14762  1.28859  0.15875  0.170
C  -3.66220  0.28757  -1.12098  -0.168
C  -3.62708  1.27929  -2.27368  -0.257
O  -4.93356  1.29637  -2.71697  -0.185
S  -6.05982  1.23845  -1.48744  0.786
O  -7.22414  0.48021  -1.88827  -0.223
O  -6.25496  2.59558  -0.92310  -0.257
O  -4.95776  0.33954  -0.60539  -0.184
H  -2.92038  0.39508  -0.32963  0.099
H  -3.56520  -0.69486  -1.58307  0.156
H  -3.04362  0.80569  -3.06320  0.116
H  -3.33437  2.32069  -2.13986  0.128
C  2.24834  -4.28964  0.29654  -0.311
C  2.24555  -4.53483  1.85415  -0.175
O  2.74694  -5.84223  2.14276  -0.194
S  3.73286  -6.25940  0.81223  0.775
O  3.28183  -7.53485  0.19954  -0.277
O  5.13153  -6.21912  1.15471  -0.260
O  3.44853  -4.86289  -0.13615  -0.165
H  2.18483  -3.21844  0.10524  0.021
H  1.37312  -4.72722  -0.18369  0.156
H  1.23032  -4.47725  2.24669  0.134
H  2.98893  -3.94069  2.38563  0.141

Values from the calculation:
HOMO level = -10.38 eV
E = -3888.0741 Eh
orbital gap = 9.461 eV
molecular weight = 620.6 g/mol
2S+1 = 1
energy relative to the best compared isomer or geometry (same formula, charge and spin) = 16.084 eV


DFT (the ωB97M-V functional and the def2-TZVPD basis) results for a structure of composition C10H21AsIrN7O3S4.

Each line ends with the Löwdin charge.
Positions of all 47 atoms, in Å:
Ir  -0.06667  -1.92220  -0.29419  0.762
S  -2.41667  -4.69971  1.39476  0.177
As  -1.52406  -4.53582  -0.60339  -0.512
S  -2.03219  -2.53719  -1.33729  0.117
S  0.61377  -4.06051  -0.30068  0.099
S  -1.98332  -6.13830  -1.77273  0.009
N  1.79812  -0.93106  0.18946  -0.033
C  1.64083  0.52498  0.32006  -0.259
C  2.80469  1.30402  -0.30467  -0.123
C  3.15351  0.93766  -1.75673  -0.157
C  2.01085  0.97736  -2.76570  -0.135
N  1.47477  2.33560  -2.89569  0.110
C  0.20316  2.68358  -3.03393  -0.434
N  -0.76470  1.76517  -3.08509  0.227
N  -0.10291  3.97232  -3.22069  0.213
C  0.29605  0.99153  -0.23377  -0.626
O  -0.00536  2.17115  -0.18113  0.068
O  -0.44393  0.07551  -0.78295  -0.292
H  2.00454  -1.36859  1.09076  0.066
H  2.53405  -1.18532  -0.45732  0.095
H  1.60724  0.78114  1.38170  0.160
H  3.69726  1.14010  0.30162  0.127
H  2.55216  2.36149  -0.22290  0.119
H  3.59206  -0.06167  -1.80429  0.115
H  3.94226  1.61595  -2.09433  0.123
H  1.22028  0.29403  -2.46836  0.101
H  2.37293  0.65269  -3.74226  0.137
H  2.14753  3.08297  -2.83124  0.162
H  -0.64553  0.92075  -2.53165  0.083
H  -1.71314  2.10224  -3.10388  0.134
H  0.59821  4.68592  -3.12753  0.128
H  -1.06089  4.27234  -3.18236  0.129
C  -3.08651  -0.19286  3.93715  0.006
N  -1.99460  -0.81049  3.20892  -0.074
C  -0.78870  -1.30548  3.84133  -0.005
C  0.09331  -1.61655  2.65325  -0.437
O  1.24630  -1.96322  2.69751  0.075
N  -0.66489  -1.39786  1.50190  -0.046
C  -1.86380  -0.87528  1.88627  -0.384
N  -2.79480  -0.49942  1.03558  0.229
H  -3.17847  -0.68120  4.90423  0.104
H  -4.02590  -0.33491  3.40616  0.093
H  -2.91188  0.87296  4.09271  0.104
H  -0.98126  -2.22128  4.40473  0.155
H  -0.32848  -0.56925  4.50058  0.151
H  -2.60527  -0.59894  0.04834  0.020
H  -3.61992  -0.01432  1.33774  0.123

Values from the calculation:
HOMO level (spin up / spin down) = -10.16 / -10.10 eV
E = -4935.4573 Eh
orbital gap (spin up / spin down) = 7.057 / 5.286 eV
net charge = +1
molecular weight = 682.7 g/mol
2S+1 = 2
energy relative to the best compared isomer or geometry (same formula, charge and spin) = 0.000 eV


Which of these has the lowest molecular weight? C10H20N3O


Among the records above, which one has the lowest E? C10H21AsIrN7O3S4


What is the formula in the third record? C10H20O20S5